The following is a DFT calculation (ωB97M-V/def2-TZVPD) of a molecular structure, C13H28N5S5V.

Atoms and positions in Å:
V1 0.144 0.467 -0.466
S1 4.934 -0.832 4.708
C1 3.947 -0.275 3.542
S2 4.272 -0.410 1.831
C2 2.756 0.293 1.255
C3 1.903 0.718 2.215
S3 0.331 1.419 1.946
S4 2.418 0.502 3.890
S5 2.476 0.332 -0.434
N1 0.078 -0.016 -2.558
C4 0.029 0.963 -3.652
C5 1.254 1.883 -3.645
C6 1.031 3.258 -3.019
C7 1.073 3.283 -1.496
N2 -0.035 2.546 -0.875
H1 0.981 -0.485 -2.630
H2 -0.646 -0.715 -2.726
H3 -0.895 1.545 -3.567
H4 -0.006 0.432 -4.614
H5 1.572 2.031 -4.676
H6 2.070 1.381 -3.118
H7 0.084 3.678 -3.369
H8 1.822 3.921 -3.370
H9 1.052 4.334 -1.177
H10 2.007 2.840 -1.142
H11 -0.900 2.824 -1.343
H12 -0.098 2.884 0.088
N3 -0.605 -0.833 3.519
C8 -1.008 -1.327 2.181
C9 -2.481 -1.057 1.915
C10 -2.711 -1.108 0.400
N4 -2.097 0.065 -0.239
C11 -2.162 -2.420 -0.186
C12 -0.756 -2.814 0.295
N5 0.237 -1.903 -0.290
C13 -0.662 -2.759 1.827
H13 -0.319 0.236 3.255
H14 0.244 -1.283 3.874
H15 -1.338 -0.889 4.227
H16 -0.444 -0.694 1.478
H17 -2.756 -0.069 2.288
H18 -3.110 -1.801 2.406
H19 -3.798 -1.098 0.220
H20 -2.355 0.896 0.292
H21 -2.497 0.173 -1.168
H22 -2.153 -2.350 -1.276
H23 -2.850 -3.224 0.078
H24 -0.569 -3.849 -0.030
H25 0.396 -2.184 -1.256
H26 1.136 -2.026 0.179
H27 0.355 -3.010 2.134
H28 -1.349 -3.477 2.276

Forces on the atoms, in the same order (eV/Å):
V -0.04 -0.24 0.92
S 0.06 0.02 0.00
C 0.03 -0.16 0.03
S -0.40 0.24 0.28
C 0.18 -0.18 1.22
C 0.56 -0.20 0.23
S 0.01 0.52 -0.15
S 0.31 0.02 -0.47
S 0.09 -0.07 -1.06
N 0.13 -0.45 -0.25
C 0.08 0.14 -0.59
C -0.25 0.10 0.00
C 0.13 -0.23 0.27
C 0.61 0.64 -0.47
N -0.70 0.50 0.07
H -0.15 -0.17 -0.18
H 0.16 0.00 -0.08
H 0.06 -0.06 0.00
H -0.10 0.13 0.21
H 0.03 -0.06 0.00
H 0.11 -0.02 -0.10
H -0.02 0.08 -0.08
H -0.03 0.09 0.02
H -0.04 -0.19 0.03
H -0.13 0.11 -0.02
H 0.09 0.02 0.11
H -0.11 0.00 -0.16
N 0.16 0.21 0.01
C -0.23 -0.39 -0.28
C 0.27 0.15 -0.28
C -0.41 -0.57 0.25
N 0.14 0.45 -0.36
C 0.19 0.14 0.13
C -0.52 -0.48 0.10
N 0.27 0.16 -0.09
C 0.04 0.24 -0.15
H -0.28 -0.54 0.18
H -0.09 0.09 -0.02
H 0.12 0.00 -0.09
H -0.20 -0.21 0.71
H -0.11 0.07 0.06
H -0.06 0.00 0.07
H 0.26 0.04 0.06
H -0.13 -0.04 -0.14
H -0.11 0.02 0.07
H -0.10 -0.06 -0.08
H -0.06 -0.04 -0.03
H 0.00 0.25 0.08
H 0.12 0.00 0.15
H -0.01 0.08 -0.20
H 0.07 -0.06 0.05
H 0.01 -0.07 0.02

- ΔE to the lowest compared entry with this formula, charge and spin: 6.6 kcal/mol
- Net charge: +1
- 2S+1: 2
- Calculated total energy: -101245.6258 eV
- Orbital gap (spin up / spin down): 6.573 / 6.141 eV